Here is a structure of composition C5H8N2O in a non-equilibrium geometry from OMol25. Energies are from the ωB97M-V functional and the def2-TZVPD basis.

Output
orbital gap: 8.619 eV
relative energy (zero: lowest compared OMol25 entry of this formula, charge and spin): 587.43 kJ/mol
charge: 0
largest force on an atom: 10.97 eV/Å
E_HOMO: -7.92 eV

Each line ends with the Löwdin charge.
Cartesian coordinates (Å):
C (2.64, 0.51, 0.52)  -0.118
C (1.73, -0.24, -0.52)  -0.254
C (-0.75, -0.35, -0.21)  -0.609
C (-2.84, -0.20, 0.24)  -0.095
C (-2.52, 1.04, -0.14)  -0.097
H (3.75, -0.19, 1.03)  0.168
H (1.93, 0.97, 1.14)  0.012
H (3.10, 1.21, -0.31)  0.080
H (2.13, -1.34, -0.77)  0.133
H (1.77, 0.45, -1.25)  0.028
H (-1.79, -2.18, -0.22)  0.270
H (-3.74, -0.82, 0.67)  0.149
H (-2.90, 2.07, 0.18)  0.143
N (0.35, -0.85, -0.18)  0.093
N (-1.71, -1.06, 0.16)  0.068
O (-1.15, 0.99, -0.35)  0.030


Here is an isolated molecule of C5H8N2O in a non-equilibrium geometry from OMol25. Energies are from the ωB97M-V functional and the def2-TZVPD basis.

Output
orbital gap: 10.199 eV
relative energy (zero: lowest compared OMol25 entry of this formula, charge and spin): 600.68 kJ/mol
charge: 0
largest force on an atom: 5.96 eV/Å
E_HOMO: -9.22 eV
structure (SMILES): O[C@@H]1C=NN2C[C@@H]2C1

Each line ends with the Löwdin charge.
Cartesian coordinates (Å):
O (-1.96, -0.17, 1.02)  -0.073
C (-1.33, -0.03, -0.25)  -0.374
C (-0.68, -1.36, -0.46)  -0.179
N (0.40, -1.75, 0.00)  0.108
N (0.97, -0.63, 0.60)  -0.129
C (2.12, 0.11, 0.37)  -0.088
C (0.80, 0.50, -0.16)  -0.354
C (-0.49, 1.40, -0.16)  -0.014
H (-1.20, -0.60, 1.57)  0.143
H (-2.16, 0.11, -1.10)  0.167
H (-1.49, -2.04, -0.89)  0.148
H (2.62, 0.47, 1.41)  0.155
H (2.81, -0.25, -0.32)  0.077
H (1.04, 0.47, -1.31)  0.171
H (-0.88, 1.91, 0.83)  0.147
H (-0.57, 1.88, -1.15)  0.096


Here is an isolated molecule of C5H8N2O in a non-equilibrium geometry from OMol25. Energies are from the ωB97M-V functional and the def2-TZVPD basis.

Output
orbital gap: 9.822 eV
relative energy (zero: lowest compared OMol25 entry of this formula, charge and spin): 378.33 kJ/mol
charge: 0
largest force on an atom: 4.17 eV/Å
E_HOMO: -9.18 eV
structure (SMILES): [H]/N=C1\NC[C@@H]2C[C@@H]2O1

Each line ends with the Löwdin charge.
Cartesian coordinates (Å):
H (3.34, 0.49, 0.36)  0.070
N (2.95, -0.45, 0.05)  0.132
C (1.70, -0.30, -0.11)  -0.497
N (0.84, 0.78, 0.35)  0.026
C (-0.28, 1.16, -0.57)  -0.138
C (-1.17, -0.09, -0.49)  -0.310
C (-1.36, -0.67, 0.83)  -0.066
C (-0.46, -1.31, -0.26)  -0.194
O (0.96, -1.38, -0.43)  0.033
H (1.07, 1.68, 0.99)  0.199
H (-0.83, 2.01, -0.20)  0.107
H (-0.30, 1.53, -1.58)  0.105
H (-2.08, 0.09, -0.97)  0.114
H (-2.41, -1.11, 0.69)  0.133
H (-1.19, -0.04, 1.72)  0.117
H (-0.79, -2.39, -0.40)  0.168